Molecular formula: C37H58AlBr3Cl8F3N2O11
Method: DFT, ωB97M-V/def2-TZVPD

- HOMO-LUMO gap (eV) = 0.99
- multiplicity = 1
- M (g mol⁻¹) = 1314.2
- total charge = -1
- HOMO energy (eV) = -4.423

Last column: Löwdin charge in e.
Atoms and positions in Å:
H -0.346 -5.165 0.187  0.052
C -0.711 5.079 -2.529  -0.800
H -0.188 -7.553 0.781  0.109
Cl -4.774 1.430 -5.431  0.557
H 5.204 -3.232 1.131  0.083
O -1.000 5.336 -3.691  -0.011
O -6.848 -1.708 2.608  0.099
H -9.073 -1.640 -2.967  0.064
C -4.001 -1.724 0.971  -0.126
C 0.072 7.219 6.078  -1.469
C -3.722 1.721 -0.155  -0.383
C 3.009 0.370 3.507  -0.113
H 0.086 7.984 6.843  -0.008
O -9.247 -4.408 -4.701  -0.062
N 0.235 4.427 1.282  0.037
C 2.790 -1.767 2.126  -0.193
C 0.823 3.476 4.116  -0.115
H -1.411 5.376 2.231  0.118
C -4.484 -0.309 0.669  -0.090
H 1.073 2.610 3.502  0.059
H -0.184 5.661 -0.895  0.034
Br -1.648 6.409 6.082  0.758
H -5.545 -0.359 0.419  0.138
C -0.729 -5.895 -0.522  -0.085
C 6.256 -2.976 0.988  -0.264
F 1.791 -4.694 0.613  0.107
H 9.851 -4.968 2.906  0.067
H 2.802 0.688 4.532  0.058
F 2.190 -5.042 -1.483  0.108
H 3.840 -1.513 1.976  0.080
C -9.235 -2.213 -3.884  -0.073
H -1.023 4.500 4.498  0.009
H 2.603 -2.387 0.075  0.099
H 1.211 -0.387 2.658  0.092
H 9.012 -3.558 1.039  0.099
H -3.195 -1.766 1.711  0.134
C 6.376 -2.102 -0.255  -0.100
H 2.680 -2.788 2.498  0.109
O -4.548 5.442 -7.541  -0.113
H -0.776 -8.000 -0.806  0.107
C -9.049 -3.743 -3.580  -0.448
H 2.825 -0.269 -0.596  0.110
Cl -2.253 5.715 -10.258  0.538
F 3.796 -5.123 -0.046  0.106
H 5.959 -2.616 -1.122  0.073
N -3.782 0.336 -0.483  -0.025
H 0.745 3.218 5.170  0.061
C 2.089 -0.827 3.144  -0.229
O 2.307 -7.358 1.184  -0.100
C -1.560 0.960 -0.316  -0.021
O -4.661 2.459 -0.109  0.150
C 0.393 2.186 0.306  0.031
O -2.155 -1.154 -1.338  0.067
Cl -5.461 -1.371 -5.255  0.533
H -4.926 3.808 -6.344  0.034
H 7.417 -1.863 -0.485  0.063
Br 1.469 5.945 6.526  0.667
Cl -6.645 0.524 -3.423  0.527
H -4.453 5.228 -5.488  0.132
H 1.213 4.272 1.488  0.115
H 8.139 -4.640 3.140  0.068
H 1.060 -2.109 0.922  0.108
H -9.733 -3.957 -2.732  0.103
H 0.934 0.065 -1.725  0.136
H 5.829 -1.164 -0.127  0.069
C -2.461 -0.131 -0.799  -0.440
H 9.346 -3.753 4.082  0.071
Cl -3.858 -0.143 -3.192  0.702
C 9.202 -3.105 2.016  -0.273
H 0.176 5.833 2.775  0.037
H -3.674 -2.269 0.091  0.127
H 4.062 0.097 3.414  0.057
H 10.224 -2.717 1.980  0.100
C -5.177 0.108 -4.324  -2.002
H 2.856 1.202 2.815  0.045
C -3.107 7.207 -10.641  -2.060
O -5.100 -2.506 1.515  -0.029
Cl -3.500 8.062 -9.154  0.540
H -5.079 -1.676 3.481  0.151
H 6.186 -1.383 2.429  0.091
O 1.147 -7.488 -0.811  -0.111
C 8.250 -1.934 2.252  -0.233
C -5.673 -1.921 2.585  -0.383
O -0.343 6.179 -1.698  -0.023
C -1.753 3.225 0.603  0.040
H 1.472 2.267 0.394  0.120
H 8.435 -1.170 1.490  0.099
H 0.090 -1.050 -0.704  0.099
C -0.552 4.006 3.633  -0.237
Al 2.657 6.843 4.164  0.521
Cl -2.077 8.232 -11.661  0.491
H -1.188 3.147 3.417  0.115
C 2.071 -1.730 0.762  -0.199
H -0.496 -5.544 -1.528  0.076
O -0.677 3.985 -1.905  -0.050
H 1.729 -1.351 4.028  0.099
C -2.292 2.076 0.090  -0.065
C 2.003 -0.321 0.125  -0.172
H -8.043 -3.818 -3.113  0.111
H 3.127 -7.398 -0.702  0.151
C 2.298 -7.002 -0.067  -0.512
H 2.178 0.472 0.849  0.063
C -0.424 4.969 2.458  -0.241
H -1.815 -5.921 -0.398  0.067
H 6.552 -2.948 3.113  0.105
C 6.765 -2.298 2.259  -0.230
H -8.518 -1.867 -4.626  0.039
C -0.142 -7.281 -0.278  -0.282
Br 0.417 8.119 4.383  0.680
H 8.497 -1.465 3.211  0.105
C 2.500 -5.462 -0.230  -0.546
H -6.057 5.133 -6.167  0.074
H -2.401 4.037 0.904  0.131
Cl -4.598 6.826 -11.517  0.506
C 0.689 -0.145 -0.677  -0.100
H -4.391 0.331 1.554  0.132
C -4.997 4.924 -6.423  -0.292
H 6.778 -3.922 0.825  0.106
H 1.614 4.219 3.929  0.000
H -10.241 -2.000 -4.241  0.069
C 9.125 -4.177 3.100  -0.113
C -0.359 3.274 0.730  -0.264
C -0.167 1.025 -0.220  -0.105


Molecular formula: C37H59F12N3O23
Method: DFT, ωB97M-V/def2-TZVPD

- structure (SMILES) = CCOC(=O)C(F)(F)F.CCOC(=O)C(F)(F)F.CCOC(=O)C(F)(F)F.CCOC(=O)C(F)(F)F.COC(=O)OC.COC(=O)OC.COC(=O)OC.COC(=O)OC.COC(=O)OC.CC#N.CC#N.CC#N
- HOMO-LUMO gap (eV) = 10.56
- multiplicity = 1
- M (g mol⁻¹) = 1141.9
- total charge = 0
- HOMO energy (eV) = -10.428

Last column: Löwdin charge in e.
Atoms and positions in Å:
C -2.751 -2.234 0.588  -0.187
H -0.950 -2.859 8.637  0.088
C 0.971 -2.148 4.846  -0.449
O 6.240 -0.809 -3.251  0.061
C 3.381 2.519 0.019  -0.040
H 1.100 0.032 1.947  0.081
C 0.609 4.052 -4.352  -0.052
C 6.601 -0.358 -5.590  -0.584
F 5.530 -0.245 -6.389  0.159
H 1.406 6.668 2.104  0.104
C 1.889 -4.114 1.030  -0.009
C -0.207 -1.500 5.655  -0.254
H 5.475 2.638 -6.458  0.067
H -2.238 5.903 0.111  0.093
F 1.227 -3.407 5.252  0.164
C -5.454 -1.009 -3.791  -0.249
H -2.907 -0.787 2.265  0.072
H 2.891 -4.274 0.635  0.106
H 4.906 0.524 -1.157  0.054
O -1.916 1.712 -3.289  -0.040
H -0.424 1.848 -1.835  0.087
O -2.369 3.253 3.371  -0.028
O -0.295 -0.287 5.798  0.120
H 6.172 -2.260 -1.827  0.139
H -2.261 -3.199 0.458  0.129
F -6.452 0.431 -2.118  0.194
H 3.850 1.579 0.310  0.064
O -4.038 2.544 -2.820  0.094
O -2.480 4.481 1.593  -0.015
H 6.084 3.893 -5.416  0.086
H 0.923 6.100 3.677  0.097
F -6.483 -2.671 -0.515  0.106
C 0.593 -1.178 -1.108  -0.570
O -5.532 -1.716 -4.828  0.113
O -4.303 -0.906 -3.027  0.004
H -2.016 2.552 -1.298  0.058
C 6.263 -1.374 -4.406  -0.411
C 1.628 -0.315 -3.116  -0.009
C -2.332 -1.659 1.953  -0.039
C -1.511 1.793 -1.897  -0.029
N -1.140 5.230 -2.750  0.166
C 5.170 3.384 -5.724  -0.055
H -3.592 -3.459 -3.780  0.087
O -4.303 -4.401 1.767  0.134
H -2.559 -2.279 9.126  0.085
C -2.500 4.848 0.185  -0.026
C -0.379 4.678 -3.473  -0.244
N 4.103 2.157 -3.591  0.148
F -7.041 -3.340 1.542  0.193
H -5.235 1.828 -5.908  0.089
C 5.236 -0.508 -1.041  -0.069
O 1.780 -4.614 2.352  0.020
F 7.623 -0.706 -6.290  0.215
H -2.146 -0.918 7.121  0.122
C 3.176 1.877 4.181  -0.260
H 2.161 0.243 0.641  0.078
H 4.052 3.092 -0.620  0.090
C 1.739 1.771 4.487  -0.070
H 3.510 -7.402 4.063  0.094
H -3.474 4.684 -0.276  0.100
C -3.041 -2.903 -3.022  -0.048
H 0.552 3.055 -3.915  0.060
O 1.621 4.595 2.491  -0.053
O -4.176 -2.404 0.470  -0.008
C -4.787 -3.512 1.048  -0.289
H -1.761 4.299 -0.399  0.036
H -3.351 -3.095 -1.995  0.069
H 4.574 -1.844 -2.429  0.121
H -2.258 -0.930 -2.819  0.100
F -7.602 -1.161 -2.938  0.209
H -2.924 1.301 3.686  0.088
O 1.432 -0.302 -1.679  -0.034
H -2.370 -2.451 2.701  0.075
H 1.545 -3.120 0.742  0.071
C -6.685 -0.277 -3.197  -0.633
H 2.541 2.238 -0.616  0.074
O -3.341 2.054 -4.919  -0.006
C 4.552 2.701 -4.537  -0.218
H -2.301 -3.765 8.135  0.085
H 4.630 -0.941 -0.245  0.087
C 2.376 -5.684 2.704  -0.678
C 0.960 5.820 2.624  -0.056
H 1.375 0.863 4.005  0.041
O 2.972 3.261 1.216  -0.036
H 1.139 -4.677 0.473  0.104
H -1.172 1.717 3.968  0.066
H -2.953 -2.321 6.438  0.134
O 5.952 -2.498 -4.687  0.164
H 4.511 4.045 -6.287  0.079
C -2.290 3.222 2.002  -0.520
H 1.943 0.660 -3.486  0.061
C 5.545 -1.431 -2.156  -0.190
F 2.098 -1.429 5.139  0.134
C -2.096 -2.003 7.031  -0.263
H 1.578 4.478 -4.092  0.079
F 0.769 -2.121 3.488  0.133
H -5.021 3.290 -4.969  0.097
C 1.102 0.108 0.860  -0.046
H 1.571 1.782 5.565  0.089
F 6.909 0.841 -5.116  0.152
H 2.376 -7.095 5.419  0.098
H 2.244 -1.137 -3.479  0.095
O 2.763 -6.606 1.949  0.081
H -2.448 -1.544 -0.200  0.108
O 1.039 4.271 0.275  0.075
O 0.013 -2.108 -1.671  0.109
O -1.008 -2.448 6.310  -0.007
F -7.124 0.598 -4.080  0.179
H -2.030 -3.310 -2.999  0.077
O 0.690 -1.039 0.206  -0.021
H 0.426 4.015 -5.426  0.091
C -3.173 2.152 -3.614  -0.564
H -2.942 -1.310 -4.408  0.134
N 4.314 2.015 3.956  0.132
H 0.660 -0.539 -3.566  0.088
C 1.799 4.019 1.242  -0.443
H -4.110 3.037 -6.510  0.093
H -1.831 0.870 -1.414  0.083
H -1.299 -1.311 1.942  0.053
C -3.068 -1.447 -3.335  -0.251
H -0.083 5.632 2.370  0.085
C -6.246 -3.578 0.531  -0.487
H 3.905 -6.332 5.330  0.093
O 2.611 -5.551 3.936  0.039
H 1.169 2.572 4.018  0.065
C 3.067 -6.643 4.707  -0.024
C -2.212 2.008 4.113  -0.018
O -2.078 2.217 1.284  0.071
H -2.284 2.096 5.197  0.095
H 0.566 1.016 0.585  0.102
C -4.499 2.573 -5.604  -0.010
F -6.536 -4.839 0.101  0.144
C -1.986 -2.739 8.321  -0.056
H 6.190 -0.351 -0.539  0.085


Q: Among the records above, which one has the lowest HOMO-LUMO gap?
A: C37H58AlBr3Cl8F3N2O11